1.
Below is a structure of composition CH7NO2, with properties calculated with ωB97M-V/def2-TZVPD.

Calculated values
- Molar mass: 65.072 Da
- HOMO: -9.942 eV
- Kohn-Sham gap: 6.7 eV

Structure (ORCA input):
```
! RIJCOSX wB97M-V def2-TZVPD def2/J DEFGRID3
* xyz 0 1
C -0.47 -0.56 0.10
N -0.43 -0.32 -1.20
H -1.41 -0.97 0.51
H 0.39 -1.13 0.41
H 0.67 0.25 -1.44
H -1.19 0.32 -1.50
H 2.18 1.46 -1.75
O 1.62 0.84 -1.30
H -0.42 0.46 0.78
H -0.27 -0.24 3.13
O -0.66 -0.11 2.26
*
```

***

2.
Below is a cluster of 3 separate species, CH7NO2 in total, with properties calculated with ωB97M-V/def2-TZVPD.

Calculated values
- Molar mass: 65.072 Da
- HOMO: -10.188 eV
- SMILES: C=N.O.O
- Kohn-Sham gap: 11.2 eV

Structure (ORCA input):
```
! RIJCOSX wB97M-V def2-TZVPD def2/J DEFGRID3
* xyz 0 1
C -1.98 2.95 -0.29
N -1.98 1.69 -0.19
H -2.76 3.51 -0.80
H -1.13 3.54 0.09
H -1.08 1.39 0.16
O 0.07 -1.42 -4.55
H -0.50 -1.02 -5.23
H 0.32 -2.22 -5.04
O 3.16 -2.37 5.08
H 2.44 -2.91 4.75
H 3.23 -1.65 4.45
*
```

***

Relative stability in eV, measured from the most stable structure: 1 5.866; 2 0.000

***

1.
Below is a cluster of 2 separate species, CHF2O2S in total, with properties calculated with ωB97M-V/def2-TZVPD.

Calculated values
- Molar mass: 115.080 Da
- HOMO (alpha / beta): -2.142 / -3.660 eV
- Kohn-Sham gap (alpha / beta): 5.2 / 7.4 eV

Structure (ORCA input):
```
! RIJCOSX wB97M-V def2-TZVPD def2/J DEFGRID3
* xyz -1 1
C 1.43 -0.14 0.04
O -2.35 1.71 0.04
O -2.61 -0.55 -0.83
F 1.56 -1.27 -0.84
F 1.69 -0.65 1.35
S -2.00 0.33 0.25
H 2.28 0.58 -0.01
*
```

***

2.
Below is a cluster of 2 separate species, CHF2O2S in total, with properties calculated with ωB97M-V/def2-TZVPD.

Calculated values
- Molar mass: 115.080 Da
- HOMO (alpha / beta): -2.937 / -2.938 eV
- Kohn-Sham gap (alpha / beta): 6.9 / 6.9 eV

Structure (ORCA input):
```
! RIJCOSX wB97M-V def2-TZVPD def2/J DEFGRID3
* xyz -1 1
C 0.30 -0.66 -0.64
O -1.22 0.36 1.89
O 0.09 2.04 0.72
F -0.09 -0.81 -1.88
F 0.55 -2.00 -0.12
S -0.98 1.07 0.64
H 1.34 0.00 -0.61
*
```

***

Relative stability in eV, measured from the most stable structure: 1 1.003; 2 0.000

***

1.
Below is a cluster of 2 separate species, C3H8INO in total, with properties calculated with ωB97M-V/def2-TZVPD.

Calculated values
- Molar mass: 201.007 Da
- HOMO: -7.158 eV
- Kohn-Sham gap: 6.4 eV

Structure (ORCA input):
```
! RIJCOSX wB97M-V def2-TZVPD def2/J DEFGRID3
* xyz 0 1
C -1.32 -0.15 -1.50
C -0.39 0.59 -0.56
O -0.39 1.78 -0.59
N 0.18 -0.26 0.61
H -0.56 -0.59 1.24
H 0.44 -1.10 0.26
C 0.99 0.54 1.64
H -1.52 -1.20 -1.40
H -1.11 0.19 -2.46
H -2.34 0.11 -1.46
H 1.44 1.31 1.23
H 1.88 -0.02 2.12
H 0.36 1.12 2.25
I 2.33 -2.32 -1.37
*
```

***

2.
Below is a cluster of 2 separate species, C3H8INO in total, with properties calculated with ωB97M-V/def2-TZVPD.

Calculated values
- Molar mass: 201.007 Da
- HOMO: -7.618 eV
- Kohn-Sham gap: 7.5 eV

Structure (ORCA input):
```
! RIJCOSX wB97M-V def2-TZVPD def2/J DEFGRID3
* xyz 0 1
I 1.66 0.80 -2.82
C -1.42 -0.75 -1.11
C -0.47 -0.80 0.05
O -0.29 -1.73 0.76
N 0.29 0.46 0.32
H 0.82 0.73 -0.56
H -0.42 1.20 0.27
C 1.04 0.56 1.59
H -1.15 -1.47 -1.87
H -1.42 0.26 -1.53
H -2.40 -1.01 -0.71
H 0.62 -0.09 2.35
H 1.11 1.59 1.90
H 2.05 0.23 1.34
*
```

***

Relative stability in eV, measured from the most stable structure: 1 2.083; 2 0.000

***

1.
Below is a cluster of 16 separate species, C16H64O16 in total, with properties calculated with ωB97M-V/def2-TZVPD.

Calculated values
- Molar mass: 512.672 Da
- HOMO: -9.630 eV
- Kohn-Sham gap: 9.8 eV

Structure (ORCA input):
```
! RIJCOSX wB97M-V def2-TZVPD def2/J DEFGRID3
* xyz 0 1
C 1.40 0.50 3.53
O 0.30 0.18 4.33
H 1.80 1.44 3.82
H 1.11 0.64 2.52
H 2.15 -0.28 3.47
H 0.14 0.89 4.98
C 3.73 0.44 -2.23
O 4.77 -0.36 -1.70
H 3.78 1.42 -1.78
H 2.78 0.00 -2.00
H 3.84 0.40 -3.31
H 4.51 -1.30 -1.73
C 0.60 -2.43 -2.00
O -0.77 -2.74 -2.23
H 0.86 -2.55 -0.93
H 0.93 -1.44 -2.29
H 1.15 -3.19 -2.57
H -1.28 -2.77 -1.41
C 3.52 -2.87 -0.68
O 3.83 -2.99 -2.03
H 2.92 -3.72 -0.48
H 2.98 -1.94 -0.57
H 4.34 -2.90 0.03
H 3.92 -3.94 -2.20
C 0.72 0.69 -3.81
O 0.85 1.99 -4.29
H -0.04 0.16 -4.41
H 0.35 0.65 -2.78
H 1.62 0.12 -3.86
H -0.04 2.36 -4.40
C -0.10 3.55 2.17
O 1.09 4.31 1.98
H -0.10 2.58 1.66
H -0.97 4.12 1.84
H -0.32 3.36 3.21
H 1.92 3.86 2.14
C -3.01 -0.65 -1.92
O -2.12 -0.57 -3.02
H -3.67 -1.44 -2.02
H -3.66 0.27 -1.87
H -2.53 -0.70 -0.97
H -1.52 -1.33 -2.86
C -2.55 1.37 3.54
O -3.74 0.78 3.10
H -2.42 1.21 4.58
H -2.49 2.44 3.35
H -1.71 0.87 3.04
H -3.90 1.07 2.21
C 1.12 3.14 -1.04
O 1.93 2.40 -0.18
H 0.72 2.43 -1.74
H 1.69 3.97 -1.45
H 0.20 3.51 -0.57
H 2.51 3.01 0.21
C -2.41 -1.79 2.55
O -1.91 -3.16 2.39
H -1.75 -1.29 3.22
H -3.44 -1.74 2.96
H -2.33 -1.28 1.57
H -2.00 -3.58 3.28
C -0.27 -0.07 0.07
O 1.09 -0.08 -0.14
H -0.76 0.40 -0.69
H -0.45 0.35 1.06
H -0.59 -1.09 0.04
H 1.32 0.85 -0.24
C -1.99 2.74 -2.90
O -1.78 3.13 -4.25
H -3.00 2.23 -2.72
H -1.99 3.63 -2.30
H -1.25 2.08 -2.58
H -2.37 3.93 -4.35
C -2.69 2.50 0.22
O -3.42 1.35 0.54
H -3.32 3.09 -0.47
H -1.76 2.33 -0.24
H -2.55 3.10 1.13
H -4.30 1.36 0.17
C -3.76 -3.81 -0.55
O -2.57 -3.08 -0.27
H -3.98 -3.79 -1.64
H -4.53 -3.34 0.00
H -3.72 -4.89 -0.25
H -2.47 -3.11 0.67
C 0.97 -2.66 1.78
O 1.49 -3.94 2.13
H 0.39 -2.21 2.61
H 0.27 -2.85 1.01
H 1.77 -1.92 1.55
H 0.85 -4.34 2.75
C 4.17 0.01 1.53
O 4.78 1.01 0.78
H 4.25 0.36 2.57
H 4.70 -0.99 1.44
H 3.16 -0.09 1.25
H 5.04 0.59 -0.03
*
```

***

2.
Below is a cluster of 16 separate species, C16H64O16 in total, with properties calculated with ωB97M-V/def2-TZVPD.

Calculated values
- Molar mass: 512.672 Da
- HOMO: -8.796 eV
- Kohn-Sham gap: 8.5 eV

Structure (ORCA input):
```
! RIJCOSX wB97M-V def2-TZVPD def2/J DEFGRID3
* xyz 0 1
C 4.14 4.76 3.15
O 3.76 4.04 2.02
H 3.66 5.74 3.23
H 3.89 4.14 4.01
H 5.22 4.87 3.18
H 3.77 4.79 1.42
C 3.52 -3.29 3.13
O 4.91 -3.19 2.99
H 3.05 -3.12 2.16
H 3.42 -4.33 3.44
H 3.12 -2.56 3.83
H 4.98 -2.29 2.68
C -0.48 0.23 -0.02
O 0.58 0.11 1.01
H -0.15 1.09 -0.59
H -0.59 -0.72 -0.55
H -1.42 0.40 0.50
H 0.76 1.03 1.19
C -1.52 -1.77 3.19
O -2.59 -2.51 2.72
H -0.54 -2.05 2.79
H -1.50 -0.72 2.90
H -1.63 -1.80 4.27
H -2.58 -2.41 1.76
C -6.72 -2.40 -0.91
O -6.91 -1.40 0.05
H -6.04 -3.23 -0.70
H -7.61 -2.87 -1.32
H -6.20 -1.92 -1.74
H -6.05 -1.18 0.40
C 3.62 4.08 -2.76
O 4.79 3.21 -3.08
H 3.29 4.02 -1.73
H 4.01 5.09 -2.91
H 2.74 3.98 -3.40
H 5.44 3.38 -2.40
C 3.74 0.10 1.86
O 4.80 -0.87 1.95
H 4.27 1.05 1.87
H 3.23 0.11 0.90
H 3.02 0.05 2.68
H 5.41 -0.71 1.22
C -1.32 -3.29 -5.72
O -1.60 -3.65 -4.44
H -1.69 -3.94 -6.51
H -1.72 -2.28 -5.80
H -0.25 -3.25 -5.96
H -1.60 -4.60 -4.32
C -5.88 -2.30 2.91
O -4.94 -1.38 2.42
H -6.81 -1.74 3.05
H -6.16 -3.09 2.21
H -5.48 -2.74 3.82
H -4.09 -1.71 2.72
C 0.94 2.49 3.06
O 1.25 2.70 1.61
H -0.14 2.52 3.24
H 1.14 1.44 3.30
H 1.51 3.19 3.67
H 2.13 3.10 1.61
C 0.09 3.45 -1.97
O -1.10 3.70 -1.27
H 0.93 3.57 -1.29
H 0.11 2.42 -2.35
H 0.12 4.14 -2.81
H -1.01 4.47 -0.70
C -2.44 0.19 -2.89
O -3.36 -0.18 -1.94
H -1.64 0.80 -2.48
H -1.93 -0.69 -3.30
H -2.83 0.76 -3.73
H -3.73 0.59 -1.50
C -2.80 -3.38 -1.11
O -2.82 -2.40 -0.12
H -3.53 -3.13 -1.88
H -1.91 -3.16 -1.72
H -2.83 -4.41 -0.78
H -3.00 -1.66 -0.71
C 2.33 -2.61 -1.22
O 1.54 -3.03 -0.16
H 2.69 -1.60 -1.03
H 3.13 -3.34 -1.32
H 1.73 -2.60 -2.13
H 1.22 -2.29 0.36
C -4.19 2.71 0.38
O -3.69 2.68 -0.87
H -3.51 2.35 1.15
H -4.68 3.64 0.67
H -5.04 2.02 0.35
H -2.84 3.14 -0.85
C 5.65 0.55 -1.48
O 6.04 -0.39 -0.56
H 5.11 1.29 -0.90
H 6.57 1.03 -1.83
H 5.09 0.07 -2.28
H 6.57 -1.08 -0.97
*
```

***

Relative stability in eV, measured from the most stable structure: 1 0.000; 2 0.067

***

1.
Below is a cluster of 2 separate species, H3PS2 in total, with properties calculated with ωB97M-V/def2-TZVPD.

Calculated values
- Molar mass: 98.132 Da
- HOMO (alpha / beta): -8.854 / -8.856 eV
- Kohn-Sham gap (alpha / beta): 7.2 / 7.3 eV

Structure (ORCA input):
```
! RIJCOSX wB97M-V def2-TZVPD def2/J DEFGRID3
* xyz 0 1
P -0.60 -1.31 -0.47
S 0.55 1.38 1.32
S -1.03 0.08 1.16
H 0.62 -1.76 -0.13
H -0.16 -0.02 -1.09
H 0.62 1.63 -0.79
*
```

***

2.
Below is an isolated molecule of H3PS2, with properties calculated with ωB97M-V/def2-TZVPD.

Calculated values
- Molar mass: 98.132 Da
- HOMO: -8.964 eV
- SMILES: SPS
- Kohn-Sham gap: 9.4 eV

Structure (ORCA input):
```
! RIJCOSX wB97M-V def2-TZVPD def2/J DEFGRID3
* xyz 0 1
S -1.68 0.72 -0.10
P -0.10 -0.71 -0.29
S 1.62 0.71 -0.20
H -2.43 0.37 -1.21
H 0.19 -1.03 1.30
H 2.39 -0.06 0.49
*
```

***

Relative stability in eV, measured from the most stable structure: 1 2.744; 2 0.000

***

1.
Below is an isolated molecule of C5H11ClN2, with properties calculated with ωB97M-V/def2-TZVPD.

Calculated values
- Molar mass: 134.610 Da
- HOMO: -9.027 eV
- SMILES: CC1(Cl)[C@@H](N)C[C@@H]1N
- Kohn-Sham gap: 10.0 eV

Structure (ORCA input):
```
! RIJCOSX wB97M-V def2-TZVPD def2/J DEFGRID3
* xyz 0 1
C -0.25 -1.32 1.30
C 0.43 -0.66 0.14
Cl 1.64 -1.75 -0.60
C 0.96 0.76 0.42
N 2.22 1.07 -0.22
C -0.39 1.28 -0.19
C -0.60 -0.09 -0.83
N -1.99 -0.60 -0.70
H -1.05 -0.66 1.72
H 0.42 -1.49 2.10
H -0.78 -2.22 0.92
H 0.98 1.08 1.50
H 2.20 0.94 -1.23
H 2.48 2.06 -0.11
H -1.09 1.36 0.62
H -0.28 2.17 -0.86
H -0.23 -0.17 -1.87
H -2.64 -0.16 -1.31
H -2.02 -1.61 -0.78
*
```

***

2.
Below is an isolated molecule of C5H11ClN2, with properties calculated with ωB97M-V/def2-TZVPD.

Calculated values
- Molar mass: 134.610 Da
- HOMO: -9.293 eV
- SMILES: CC1(Cl)[C@@H](N)C[C@@H]1N
- Kohn-Sham gap: 10.2 eV

Structure (ORCA input):
```
! RIJCOSX wB97M-V def2-TZVPD def2/J DEFGRID3
* xyz 0 1
C -0.19 -1.29 1.35
C 0.45 -0.73 0.12
Cl 1.53 -1.87 -0.64
C 1.01 0.67 0.39
N 2.15 1.11 -0.37
C -0.35 1.20 -0.14
C -0.65 -0.10 -0.84
N -2.02 -0.65 -0.68
H -1.09 -0.71 1.63
H 0.50 -1.21 2.20
H -0.50 -2.34 1.30
H 1.25 0.85 1.42
H 1.96 1.25 -1.38
H 2.34 2.06 0.01
H -1.07 1.32 0.65
H -0.32 2.13 -0.73
H -0.29 -0.15 -1.88
H -2.70 -0.04 -1.13
H -2.01 -1.51 -1.28
*
```

***

Relative stability in eV, measured from the most stable structure: 1 0.066; 2 0.000

***

1.
Below is an isolated molecule of C4H6F2N2, with properties calculated with ωB97M-V/def2-TZVPD.

Calculated values
- Molar mass: 120.102 Da
- HOMO: -9.098 eV
- SMILES: CC1=NNCC1(F)F
- Kohn-Sham gap: 10.1 eV

Structure (ORCA input):
```
! RIJCOSX wB97M-V def2-TZVPD def2/J DEFGRID3
* xyz 0 1
C 1.66 0.38 1.55
C 0.71 -0.24 0.49
N 0.79 -1.43 0.10
N -0.23 -1.69 -0.80
C -0.85 -0.43 -1.29
C -0.48 0.51 -0.15
F -0.10 1.73 -0.63
F -1.42 0.70 0.76
H 2.47 -0.32 1.78
H 2.16 1.23 1.04
H 0.99 0.66 2.37
H 0.17 -2.31 -1.48
H -0.37 -0.10 -2.22
H -1.95 -0.46 -1.34
*
```

***

2.
Below is a cluster of 2 separate species, C4H6F2N2 in total, with properties calculated with ωB97M-V/def2-TZVPD.

Calculated values
- Molar mass: 120.102 Da
- HOMO: -8.888 eV
- SMILES: c1c[nH]cn1.FCF
- Kohn-Sham gap: 9.6 eV

Structure (ORCA input):
```
! RIJCOSX wB97M-V def2-TZVPD def2/J DEFGRID3
* xyz 0 1
C 0.79 4.11 2.83
C -0.19 3.20 3.16
N 0.49 2.03 3.41
C 1.81 2.27 3.22
N 2.03 3.53 2.87
H 0.65 5.16 2.56
H -1.28 3.27 3.24
H 0.07 1.14 3.69
H 2.57 1.50 3.36
F -1.75 -0.85 -2.68
C -0.43 -0.72 -2.94
F 0.21 -1.84 -2.51
H -0.26 -0.59 -4.02
H -0.02 0.17 -2.42
*
```

***

Relative stability in eV, measured from the most stable structure: 1 0.584; 2 0.000

***

1.
Below is the ion C7H12N3 with charge +1, with properties calculated with ωB97M-V/def2-TZVPD.

Calculated values
- Molar mass: 138.194 Da
- HOMO (alpha / beta): -9.939 / -9.940 eV
- Kohn-Sham gap (alpha / beta): 5.1 / 5.1 eV

Structure (ORCA input):
```
! RIJCOSX wB97M-V def2-TZVPD def2/J DEFGRID3
* xyz 1 1
C -3.38 -0.12 -0.41
C -3.30 0.89 0.50
C -2.05 -0.67 -0.67
C 1.66 0.88 -1.37
C 1.17 0.69 1.02
C 0.14 -0.26 0.36
C 0.74 -1.61 0.14
N -1.89 1.02 0.83
N -1.19 0.04 0.13
N 2.06 0.97 -0.10
H -4.29 -0.42 -0.78
H -4.02 1.34 1.13
H -1.79 -1.52 -1.22
H 0.60 0.70 -1.48
H 2.24 0.92 -2.22
H 0.81 1.57 1.48
H 1.85 0.09 1.77
H 1.72 -1.76 -0.31
H -0.02 -2.02 -0.60
H 0.72 -2.18 1.08
H 2.98 1.30 0.19
H -1.57 1.43 1.72
*
```

***

2.
Below is the ion C7H12N3 with charge +1, with properties calculated with ωB97M-V/def2-TZVPD.

Calculated values
- Molar mass: 138.194 Da
- HOMO: -13.372 eV
- SMILES: Cc1c[nH+]c2n1CC[C@@H]2N
- Kohn-Sham gap: 10.4 eV

Structure (ORCA input):
```
! RIJCOSX wB97M-V def2-TZVPD def2/J DEFGRID3
* xyz 1 1
C -2.88 -0.42 0.30
C -1.71 0.34 0.10
C -1.52 1.67 -0.04
N -0.21 1.89 -0.40
C 0.47 0.77 -0.50
N -0.53 -0.27 -0.25
C 0.05 -1.62 -0.04
C 1.56 -1.31 -0.21
C 1.85 0.25 -0.48
N 2.38 0.82 0.74
H -3.73 0.15 0.37
H -3.00 -1.10 -0.66
H -2.75 -1.10 1.13
H -2.03 2.52 0.09
H 0.29 2.79 -0.32
H -0.34 -2.31 -0.86
H -0.22 -2.02 0.98
H 2.11 -1.55 0.72
H 2.00 -1.84 -1.05
H 2.45 0.20 -1.35
H 3.31 0.38 0.97
H 2.45 1.75 0.75
*
```

***

3.
Below is the ion C7H12N3 with charge +1, with properties calculated with ωB97M-V/def2-TZVPD.

Calculated values
- Molar mass: 138.194 Da
- HOMO: -13.085 eV
- SMILES: CC1(C)[NH2+]Cc2cn[nH]c21
- Kohn-Sham gap: 9.8 eV

Structure (ORCA input):
```
! RIJCOSX wB97M-V def2-TZVPD def2/J DEFGRID3
* xyz 1 1
C -1.43 -0.91 -1.34
C -0.72 -0.35 -0.03
C -1.26 -0.99 1.27
N -0.98 1.17 -0.07
C 0.33 1.91 0.03
C 1.43 0.91 -0.01
C 2.76 0.58 -0.04
N 2.96 -0.69 0.02
N 1.78 -1.33 0.06
C 0.77 -0.34 0.04
H -2.46 -0.47 -1.40
H -1.58 -2.06 -1.18
H -0.78 -0.67 -2.15
H -2.32 -0.96 1.30
H -0.74 -0.53 2.11
H -0.88 -2.00 1.21
H -1.36 1.47 0.79
H -1.54 1.40 -0.94
H 0.29 2.36 1.05
H 0.36 2.67 -0.83
H 3.67 1.23 -0.15
H 1.72 -2.38 0.23
*
```

***

Relative stability in eV, measured from the most stable structure: 1 4.525; 2 0.000; 3 1.098